Here is C40H28Br18F2O10 as an isolated structure from the OMol25 dataset. Energies are from the ωB97M-V functional and the def2-TZVPD basis.

Strongest force on any atom   2.328 eV Å⁻¹
E   -48825.4280 hartree
HOMO-LUMO gap   8.25 eV
LUMO   -1.19 eV

Element x y z (Å)
1 C 7.09 4.28 -2.44
2 C 6.23 5.49 -2.81
3 O 5.05 4.88 -3.37
4 C 5.04 3.58 -3.00
5 O 4.23 2.78 -3.32
6 O 6.06 3.34 -2.17
7 F 6.82 6.29 -3.74
8 H 7.56 4.55 -1.50
9 H 7.74 3.94 -3.24
10 H 5.85 6.15 -2.02
11 C -0.20 -3.05 -7.67
12 C -1.65 -3.09 -8.20
13 O -1.55 -2.22 -9.29
14 C -0.37 -1.53 -9.26
15 O -0.08 -0.69 -10.05
16 O 0.26 -1.77 -8.12
17 F -2.55 -2.58 -7.31
18 H 0.40 -3.87 -8.06
19 H -0.22 -3.22 -6.59
20 H -2.06 -4.03 -8.56
21 C 0.49 0.04 -5.39
22 C -0.80 -0.44 -5.32
23 C -1.25 -1.11 -4.21
24 C -0.49 -1.13 -3.05
25 C 0.79 -0.53 -3.04
26 C 1.23 0.08 -4.20
27 C 1.52 -0.35 -1.77
28 O 2.50 0.36 -1.71
29 C 0.89 -0.96 -0.53
30 C 1.61 -0.84 0.66
31 C 1.04 -1.24 1.86
32 C -0.28 -1.69 1.82
33 C -0.86 -2.06 0.63
34 C -0.33 -1.61 -0.59
35 C -1.05 -1.82 -1.86
36 O -2.15 -2.34 -1.87
37 H 0.96 0.40 -6.30
38 H -1.45 -0.37 -6.18
39 H -2.19 -1.65 -4.29
40 H 2.13 0.68 -4.22
41 H 2.63 -0.49 0.65
42 H 1.62 -1.12 2.76
43 H -0.91 -1.91 2.67
44 H -1.84 -2.50 0.63
45 C -3.56 -0.77 8.48
46 C -4.34 0.36 8.70
47 C -4.14 1.43 7.87
48 C -3.24 1.37 6.77
49 C -2.44 0.23 6.63
50 C -2.58 -0.84 7.51
51 C -1.36 0.17 5.57
52 O -0.61 -0.77 5.54
53 C -1.44 1.22 4.48
54 C -0.60 1.12 3.38
55 C -0.77 1.98 2.29
56 C -1.77 2.94 2.31
57 C -2.46 3.13 3.51
58 C -2.33 2.28 4.60
59 C -3.18 2.49 5.81
60 O -3.79 3.53 5.93
61 H -3.88 -1.65 9.02
62 H -5.13 0.30 9.43
63 H -4.68 2.37 7.92
64 H -1.90 -1.68 7.49
65 H 0.03 0.24 3.38
66 H -0.12 1.88 1.43
67 H -1.89 3.69 1.54
68 H -3.24 3.87 3.47
69 C 4.15 -0.87 4.67
70 Br 6.02 -0.66 4.20
71 Br 3.65 0.02 6.35
72 Br 3.62 -2.76 4.76
73 H 3.50 -0.40 3.94
74 C 5.40 -1.31 -1.35
75 Br 5.86 0.25 -0.24
76 Br 4.53 -2.64 -0.16
77 Br 7.01 -2.20 -2.00
78 H 4.66 -1.10 -2.11
79 C -0.07 -5.17 2.97
80 Br 1.70 -4.71 2.25
81 Br -1.50 -5.41 1.65
82 Br -0.55 -4.04 4.53
83 H 0.15 -6.13 3.40
84 C 1.00 3.08 -2.07
85 Br -0.77 2.44 -1.48
86 Br 1.82 4.14 -0.69
87 Br 0.62 4.19 -3.63
88 H 1.66 2.25 -2.32
89 C -5.29 -0.35 -2.91
90 Br -3.63 0.75 -2.88
91 Br -6.14 -0.28 -4.61
92 Br -6.50 0.21 -1.48
93 H -4.88 -1.34 -2.75
94 C -4.93 -0.73 2.37
95 Br -3.61 -0.23 1.02
96 Br -5.39 0.74 3.65
97 Br -4.26 -2.18 3.47
98 H -5.86 -1.05 1.92

=====

Here is C40H28Br4IN10O5W as an isolated structure from the OMol25 dataset. Energies are from the ωB97M-V functional and the def2-TZVPD basis.

Strongest force on any atom   3.461 eV Å⁻¹
E   -13124.7407 hartree
Energy relative to the best compared isomer or geometry (same formula, charge and spin)   1.805 eV
HOMO-LUMO gap (spin up / spin down)   3.81 / 3.81 eV
Net charge   +3
LUMO (spin up / spin down)   -11.13 / -11.13 eV

Element x y z (Å)
1 W 0.20 -0.38 -0.07
2 C 3.67 2.53 0.38
3 C 2.35 3.06 -0.07
4 N 2.27 4.34 -0.38
5 C 1.12 4.86 -0.74
6 C -0.08 4.15 -0.84
7 C -1.28 4.91 -1.32
8 O -2.51 4.44 -0.81
9 C -0.05 2.75 -0.53
10 C -1.24 2.01 -0.77
11 N -1.42 0.69 -0.65
12 C -2.57 0.08 -1.21
13 C -3.30 0.64 -2.27
14 C -4.43 0.02 -2.76
15 C -4.85 -1.20 -2.25
16 C -4.14 -1.79 -1.22
17 C -3.03 -1.15 -0.72
18 I -2.02 -2.07 0.96
19 C 1.22 2.23 -0.09
20 O 1.33 0.96 0.34
21 H 4.46 3.18 0.02
22 H 3.83 1.51 0.03
23 H 3.71 2.53 1.47
24 H 1.16 5.92 -0.95
25 H -1.27 4.85 -2.42
26 H -1.12 5.97 -1.06
27 H -3.18 5.13 -0.95
28 H -2.08 2.59 -1.13
29 H -2.96 1.56 -2.72
30 H -4.98 0.48 -3.56
31 H -5.73 -1.69 -2.63
32 H -4.45 -2.74 -0.80
33 C 2.42 -4.93 2.08
34 N 2.31 -3.60 1.55
35 C 1.61 -2.56 2.01
36 N 1.63 -1.57 1.10
37 C 2.43 -2.08 0.10
38 N 2.82 -3.29 0.36
39 C 1.10 -5.68 2.02
40 C 1.03 -6.99 1.56
41 C -0.17 -7.69 1.62
42 C -1.32 -7.08 2.10
43 C -1.26 -5.76 2.52
44 C -0.05 -5.07 2.49
45 C -2.42 -5.08 3.06
46 N -3.59 -5.56 3.35
47 N -4.32 -4.60 3.88
48 C -3.61 -3.52 3.91
49 O -2.37 -3.74 3.38
50 C -3.99 -2.24 4.46
51 C -5.21 -2.08 5.10
52 C -5.52 -0.87 5.69
53 C -4.64 0.20 5.61
54 C -3.43 0.06 4.95
55 C -2.49 1.26 4.88
56 N -1.49 1.09 3.87
57 C -1.69 0.87 2.57
58 N -0.52 0.56 1.98
59 C 0.37 0.64 3.02
60 N -0.20 0.94 4.15
61 C -3.09 -1.16 4.39
62 H 2.75 -4.88 3.12
63 H 3.18 -5.45 1.49
64 H 1.20 -2.46 3.00
65 H 2.76 -1.52 -0.77
66 H 1.91 -7.48 1.17
67 H -0.20 -8.71 1.29
68 H -2.25 -7.62 2.17
69 H -0.04 -4.07 2.87
70 H -5.90 -2.91 5.14
71 H -6.46 -0.74 6.22
72 H -4.89 1.14 6.07
73 H -1.97 1.38 5.84
74 H -3.06 2.16 4.68
75 H -2.65 0.95 2.10
76 H 1.44 0.50 2.91
77 H -2.14 -1.34 3.92
78 Br 0.57 -1.21 -6.93
79 C 0.47 -1.56 -5.08
80 C 0.19 -2.85 -4.60
81 Br 0.03 -4.28 -5.80
82 C 0.03 -3.09 -3.22
83 Br -0.36 -4.78 -2.49
84 C 0.18 -2.02 -2.35
85 O -0.01 -2.02 -1.00
86 C 0.54 -0.75 -2.82
87 O 0.73 0.12 -1.82
88 C 0.65 -0.50 -4.18
89 Br 1.02 1.26 -4.73

=====

Here is C40H28N4O2Ti as an isolated structure from the OMol25 dataset. Energies are from the ωB97M-V functional and the def2-TZVPD basis.

Strongest force on any atom   2.459 eV Å⁻¹
E   -2760.1654 hartree
Energy relative to the best compared isomer or geometry (same formula, charge and spin)   1.545 eV
2S+1   2
HOMO-LUMO gap (spin up / spin down)   4.14 / 6.23 eV
Net charge   -1
LUMO (spin up / spin down)   2.10 / 2.11 eV

Element x y z (Å)
1 Ti -0.32 0.63 0.01
2 C 2.52 3.58 1.43
3 C 1.56 2.59 1.42
4 N 1.36 1.78 0.35
5 C 2.13 1.97 -0.76
6 C 3.15 2.95 -0.82
7 C 3.34 3.77 0.33
8 C 3.91 3.07 -2.00
9 C 3.62 2.27 -3.08
10 C 2.58 1.34 -3.05
11 C 1.79 1.19 -1.90
12 N 0.64 0.47 -1.74
13 C -0.24 0.23 -2.77
14 C 0.05 -0.20 -4.06
15 C -0.93 -0.17 -5.06
16 C -2.20 0.28 -4.82
17 C -2.58 0.62 -3.50
18 C -3.89 0.97 -3.13
19 C -4.18 1.19 -1.81
20 C -3.18 1.04 -0.85
21 N -1.94 0.74 -1.16
22 C -1.61 0.54 -2.47
23 H 2.61 4.21 2.31
24 H 0.93 2.41 2.29
25 H 4.11 4.53 0.32
26 H 4.70 3.81 -2.05
27 H 4.20 2.37 -3.99
28 H 2.38 0.77 -3.94
29 H 1.03 -0.59 -4.28
30 H -0.66 -0.50 -6.06
31 H -2.93 0.36 -5.61
32 H -4.65 1.04 -3.90
33 H -5.19 1.44 -1.49
34 H -3.40 1.16 0.20
35 C 4.95 -0.26 2.07
36 C 4.48 0.19 3.29
37 C 3.13 0.10 3.57
38 C 2.25 -0.39 2.60
39 N 2.71 -0.83 1.43
40 C 4.02 -0.78 1.18
41 C 0.80 -0.52 2.89
42 C 0.52 -1.08 4.14
43 C -0.77 -1.37 4.55
44 C -1.81 -1.06 3.70
45 C -1.55 -0.48 2.47
46 C -0.27 -0.19 1.99
47 H 6.00 -0.21 1.81
48 H 5.17 0.60 4.02
49 H 2.75 0.44 4.53
50 H 4.33 -1.16 0.21
51 H 1.35 -1.34 4.80
52 H -0.95 -1.85 5.50
53 H -2.83 -1.29 3.99
54 H -2.41 -0.23 1.85
55 C -4.47 -3.51 0.07
56 C -4.22 -2.57 -0.93
57 C -2.99 -1.98 -1.03
58 C -1.92 -2.28 -0.15
59 C -0.64 -1.59 -0.17
60 C 0.40 -2.39 0.29
61 C 0.22 -3.58 1.02
62 C -1.03 -4.01 1.35
63 C -2.14 -3.41 0.71
64 C -3.44 -3.95 0.85
65 H -5.47 -3.93 0.19
66 H -5.00 -2.33 -1.65
67 H -2.79 -1.35 -1.88
68 H 1.41 -2.04 0.17
69 H 1.09 -4.10 1.41
70 H -1.19 -4.83 2.04
71 H -3.59 -4.76 1.56
72 O -0.66 3.11 -0.82
73 C -1.19 3.14 0.29
74 O -1.33 2.13 1.07
75 H -1.60 4.10 0.67

=====

Here is C40H28NO8P2PtS2 as an isolated structure from the OMol25 dataset. Energies are from the ωB97M-V functional and the def2-TZVPD basis.

Strongest force on any atom   0.990 eV Å⁻¹
E   -3796.1624 hartree
Energy relative to the best compared isomer or geometry (same formula, charge and spin)   1.465 eV
2S+1   5
HOMO-LUMO gap (spin up / spin down)   7.23 / 4.59 eV
Net charge   -1
LUMO (spin up / spin down)   1.71 / -0.91 eV

Element x y z (Å)
1 Pt 1.25 -0.07 0.19
2 S 3.04 -1.01 0.94
3 P 1.02 -0.76 3.47
4 C 0.44 0.22 2.07
5 P 0.51 2.06 2.41
6 S -0.93 3.21 1.76
7 C 2.15 2.48 1.73
8 C 2.18 3.29 0.60
9 C 3.38 3.56 -0.04
10 C 4.57 3.02 0.45
11 C 4.55 2.20 1.57
12 C 3.34 1.92 2.20
13 C 0.57 2.33 4.24
14 C 1.74 2.59 4.96
15 C 1.69 2.82 6.33
16 C 0.48 2.80 7.00
17 C -0.70 2.59 6.28
18 C -0.65 2.37 4.92
19 C -0.34 -0.71 4.70
20 C -1.67 -0.49 4.34
21 C -2.67 -0.54 5.29
22 C -2.35 -0.81 6.62
23 C -1.03 -1.03 6.99
24 C -0.03 -0.98 6.03
25 C 0.83 -2.55 3.07
26 C 1.97 -3.36 3.08
27 C 1.87 -4.73 2.85
28 C 0.62 -5.30 2.63
29 C -0.52 -4.50 2.64
30 C -0.41 -3.14 2.84
31 H 1.25 3.70 0.22
32 H 3.39 4.17 -0.93
33 H 5.50 3.23 -0.05
34 H 5.47 1.76 1.94
35 H 3.33 1.23 3.03
36 H 2.69 2.64 4.46
37 H 2.61 3.03 6.87
38 H 0.44 2.97 8.07
39 H -1.65 2.60 6.79
40 H -1.57 2.25 4.36
41 H -1.91 -0.27 3.30
42 H -3.70 -0.37 5.00
43 H -3.14 -0.84 7.37
44 H -0.78 -1.23 8.02
45 H 1.00 -1.15 6.31
46 H 2.94 -2.91 3.28
47 H 2.76 -5.34 2.83
48 H 0.54 -6.36 2.45
49 H -1.49 -4.95 2.46
50 H -1.30 -2.52 2.82
51 O 2.78 -5.98 -3.20
52 C 1.60 -5.57 -3.23
53 O 0.56 -6.04 -3.73
54 C 1.38 -4.28 -2.47
55 C 0.89 -4.32 -1.15
56 C 0.69 -3.16 -0.45
57 N 0.96 -1.98 -1.01
58 C 1.43 -1.89 -2.25
59 C 1.63 -3.02 -3.02
60 C 1.79 -0.52 -2.69
61 O 1.87 -0.22 -3.86
62 O 2.04 0.28 -1.69
63 H 0.67 -5.27 -0.68
64 H 0.29 -3.15 0.55
65 H 2.00 -2.90 -4.02
66 O -0.04 1.34 -0.56
67 C -1.24 0.84 -0.77
68 O -1.60 -0.26 -0.39
69 C -2.15 1.77 -1.51
70 C -1.81 2.20 -2.78
71 C -2.60 3.11 -3.47
72 C -3.72 3.57 -2.82
73 O -4.65 4.48 -3.27
74 C -5.48 4.75 -2.15
75 O -5.22 3.76 -1.16
76 C -4.06 3.15 -1.56
77 C -3.30 2.24 -0.87
78 H -0.90 1.81 -3.24
79 H -2.35 3.45 -4.47
80 H -6.53 4.70 -2.45
81 H -5.25 5.74 -1.75
82 H -3.57 1.90 0.13

=====

Here is C40H29CsF5NO4P2S as an isolated structure from the OMol25 dataset. Energies are from the ωB97M-V functional and the def2-TZVPD basis.

Strongest force on any atom   3.369 eV Å⁻¹
E   -3497.8142 hartree
Energy relative to the best compared isomer or geometry (same formula, charge and spin)   3.603 eV
HOMO-LUMO gap   6.08 eV
Net charge   -2
LUMO   3.68 eV

Element x y z (Å)
1 Cs 1.77 -0.35 0.28
2 O 1.90 3.49 -3.27
3 C 1.07 2.60 -3.01
4 O -0.07 2.72 -2.51
5 C 1.55 1.17 -3.33
6 C 2.12 1.09 -4.60
7 C 2.54 -0.13 -5.08
8 C 2.44 -1.23 -4.26
9 C 1.93 -1.09 -2.97
10 N 1.47 0.10 -2.50
11 C 1.94 -2.34 -2.09
12 O 2.51 -3.34 -2.57
13 O 1.41 -2.26 -0.95
14 H 2.20 2.00 -5.17
15 H 2.96 -0.22 -6.08
16 H 2.76 -2.22 -4.56
17 C -2.34 -0.16 1.14
18 C -1.12 0.71 1.49
19 P -0.78 1.86 0.04
20 C 0.58 2.87 0.78
21 C 1.89 2.60 0.39
22 C 2.97 3.28 0.94
23 C 2.74 4.27 1.89
24 C 1.44 4.58 2.26
25 C 0.37 3.89 1.71
26 C -2.17 3.06 0.20
27 C -2.33 3.95 -0.87
28 C -3.33 4.92 -0.84
29 C -4.19 5.01 0.25
30 C -4.04 4.13 1.31
31 C -3.04 3.16 1.28
32 C -2.23 -0.86 -0.22
33 P -1.06 -2.31 -0.14
34 C -2.38 -3.47 0.54
35 C -3.47 -3.95 -0.18
36 C -4.43 -4.76 0.42
37 C -4.32 -5.10 1.77
38 C -3.24 -4.62 2.50
39 C -2.28 -3.82 1.88
40 C -1.16 -2.85 -1.90
41 C -0.90 -4.20 -2.19
42 C -0.84 -4.64 -3.50
43 C -1.02 -3.75 -4.55
44 C -1.26 -2.41 -4.28
45 C -1.32 -1.96 -2.96
46 H -3.23 0.47 1.12
47 H -2.50 -0.90 1.93
48 H -0.23 0.07 1.55
49 H -1.25 1.20 2.45
50 H 2.07 1.87 -0.39
51 H 3.97 3.03 0.63
52 H 3.58 4.80 2.32
53 H 1.26 5.37 2.98
54 H -0.64 4.16 2.01
55 H -1.65 3.87 -1.71
56 H -3.44 5.60 -1.67
57 H -4.96 5.77 0.28
58 H -4.71 4.19 2.17
59 H -2.95 2.49 2.13
60 H -1.85 -0.15 -0.95
61 H -3.21 -1.21 -0.56
62 H -3.57 -3.70 -1.23
63 H -5.27 -5.13 -0.16
64 H -5.07 -5.72 2.24
65 H -3.14 -4.88 3.55
66 H -1.42 -3.47 2.45
67 H -0.73 -4.89 -1.38
68 H -0.62 -5.68 -3.71
69 H -0.95 -4.09 -5.58
70 H -1.36 -1.69 -5.09
71 H -1.46 -0.90 -2.77
72 F 4.36 -0.15 6.99
73 C 4.51 -0.08 5.66
74 C 3.42 -0.02 4.82
75 F 2.18 -0.04 5.36
76 C 3.59 0.06 3.46
77 F 2.46 0.12 2.71
78 C 4.84 0.09 2.82
79 S 5.04 0.20 1.11
80 C 5.92 0.03 3.72
81 F 7.17 0.05 3.25
82 C 5.77 -0.05 5.09
83 F 6.85 -0.10 5.89

=====

- Which value of E does entry 5 give?
  -3497.8142 hartree

=====

- Look up the E of the second one.
  -13124.7407 hartree